1.
# C15H12N2O2S

One molecule with the formula C15H12N2O2S at a distorted geometry (ωB97M-V with the def2-TZVPD basis set, OMol25).

Structure (XYZ):
```
32
Properties=species:S:1:pos:R:3:forces:R:3:nbo_charge:R:1
C -0.7272 -4.1254 -4.3620 -1.1 0.6 0.3 -0.63
C -0.6473 -3.1528 -3.2144 -0.4 -0.2 0.0 -0.02
C 0.4470 -3.2116 -2.3522 -0.9 0.5 0.2 -0.22
C 0.5300 -2.3238 -1.2866 1.0 -0.2 0.6 -0.16
C -0.4406 -1.3447 -1.0445 0.2 -0.5 -0.7 0.10
N -0.3017 -0.3361 -0.0676 0.0 1.1 1.2 -0.55
C 0.4530 -0.2903 1.0894 -1.0 -0.6 -2.1 0.46
N 1.0601 -1.3482 1.5147 -0.9 1.2 -1.5 -0.53
C 1.7938 -1.0323 2.5979 0.8 -3.0 1.5 0.48
O 2.3516 -1.9250 3.1863 0.8 0.8 0.8 -0.54
S 1.7103 0.6381 3.1537 0.1 0.5 0.4 0.29
C 0.6256 0.9637 1.8506 -1.1 3.0 -0.7 -0.26
C 0.0757 2.1969 1.5203 0.1 -0.5 0.0 -0.17
C 0.1522 3.5206 2.1882 0.2 -2.4 -0.1 0.23
C 0.7807 3.7923 3.3528 0.3 1.0 0.3 -0.28
C 0.5652 5.1954 3.5829 -0.4 0.0 -0.2 -0.30
C -0.2775 5.6268 2.5847 1.1 -0.1 0.9 0.09
O -0.5113 4.6029 1.6770 0.2 0.5 1.0 -0.40
C -1.5487 -1.2998 -1.9053 0.3 -1.1 -0.5 -0.22
C -1.6775 -2.2240 -2.9653 0.7 0.6 0.9 -0.21
H 0.0788 -4.8360 -4.3069 0.2 -0.3 -0.1 0.22
H -1.7045 -4.6378 -4.3039 0.5 0.0 -0.3 0.22
H -0.6818 -3.5555 -5.2916 0.0 -0.3 -0.2 0.22
H 1.1989 -3.9901 -2.4814 -0.1 0.3 0.0 0.22
H 1.4182 -2.4309 -0.6526 -0.6 0.3 -0.1 0.24
H -0.8856 0.4761 -0.2346 0.2 -0.3 0.1 0.40
H -0.5265 2.2623 0.6177 0.0 -0.2 0.0 0.21
H 1.3190 3.0914 3.9819 -0.1 0.3 -0.3 0.24
H 1.0175 5.7925 4.3889 -0.6 -0.3 -0.5 0.24
H -0.6953 6.6447 2.5148 0.0 -1.1 -0.7 0.22
H -2.3465 -0.5877 -1.7890 -0.1 0.3 0.3 0.21
H -2.6053 -2.1518 -3.5440 0.6 -0.3 -0.1 0.22
```
Forces are in eV/Å.

Its charge is 0. The total energy comes out at -33659.1632 eV. The value obtained for the LUMO energy is -0.819 eV. Its strongest force on any atom is 0.0663 hartree/bohr. Its structure (SMILES) is Cc1ccc(NC2=NC(=O)S/C2=C\c2ccco2)cc1. The frontier orbital gap is 7.44 eV. As for the spin multiplicity: 1. As for the energy relative to the best compared isomer or geometry (same formula, charge and spin): 17.4 kcal per mole. The value obtained for the HOMO energy is -8.26 eV.

***

2.
# C3H6FNS

One molecule with the formula C3H6FNS at a distorted geometry (ωB97M-V with the def2-TZVPD basis set, OMol25).

Structure (XYZ):
```
12
Properties=species:S:1:pos:R:3:forces:R:3:nbo_charge:R:1
C -1.4134 0.9276 0.1792 2.3 1.0 -2.4 -0.64
C -0.6865 -0.4672 -0.2047 -2.5 2.6 -2.2 0.16
F -1.8267 -1.2361 0.0766 0.9 -1.9 -0.1 -0.38
C 0.5961 -0.7830 0.4884 -3.0 0.6 1.8 0.04
N 1.5571 -0.5481 -0.2890 0.3 0.0 0.8 -0.56
S 3.1297 -0.2214 0.1829 0.5 -0.3 -1.4 0.21
H -0.6710 1.7636 -0.2827 -2.1 -1.5 1.1 0.20
H -2.3471 0.7627 -0.5109 1.5 1.1 1.8 0.24
H -1.5785 1.1837 1.2699 0.0 -0.8 -1.4 0.22
H -0.5172 -0.3298 -1.4068 -0.4 -1.0 3.0 0.18
H 0.3030 -0.8703 1.6656 2.0 0.0 -2.3 0.18
H 3.4546 -0.1818 -1.1686 0.4 0.1 1.4 0.13
```
Forces are in eV/Å.

Its charge is 0. The total energy comes out at -18248.1682 eV. The value obtained for the LUMO energy is 0.690 eV. Its strongest force on any atom is 0.0830 hartree/bohr. Its structure (SMILES) is C[C@H](F)/C=N/S. The frontier orbital gap is 9.95 eV. As for the spin multiplicity: 1. As for the energy relative to the best compared isomer or geometry (same formula, charge and spin): 73.0 kcal per mole. The value obtained for the HOMO energy is -9.26 eV.

***

3.
# Cl3Na2

Cl3Na2 as an isolated structure at a distorted geometry (ωB97M-V with the def2-TZVPD basis set, OMol25).

Structure (XYZ):
```
5
Properties=species:S:1:pos:R:3:forces:R:3:nbo_charge:R:1
Na -16.3225 9.3188 -8.7041 0.2 1.1 -1.0 0.92
Na -16.4658 7.0333 -8.9148 1.1 0.9 0.7 0.85
Cl -17.4662 5.2902 -9.1414 -3.1 -4.9 -0.3 -0.94
Cl -15.7836 7.4882 -10.9145 1.1 1.9 -2.5 -0.91
Cl -16.0405 7.8296 -6.9220 0.7 1.1 3.2 -0.91
```
Forces are in eV/Å.

Its charge is -1. The total energy comes out at -46404.8085 eV. The value obtained for the LUMO energy is 1.647 eV. Its strongest force on any atom is 0.1130 hartree/bohr. The frontier orbital gap is 5.96 eV. As for the spin multiplicity: 1. As for the energy relative to the best compared isomer or geometry (same formula, charge and spin): 51.0 kcal per mole. The value obtained for the HOMO energy is -4.31 eV.

***

4.
# C5H7NOS

One molecule with the formula C5H7NOS at a distorted geometry (ωB97M-V with the def2-TZVPD basis set, OMol25).

Structure (XYZ):
```
15
Properties=species:S:1:pos:R:3:forces:R:3:nbo_charge:R:1
O 0.9874 -0.7753 1.8324 -1.6 -1.7 -1.7 -0.67
C 0.3759 -0.3334 0.6747 -1.8 -0.1 -0.2 0.18
C 0.0954 -1.2730 -0.5157 1.2 -2.5 0.1 -0.27
N -0.5198 -0.3836 -1.5336 2.6 2.7 -1.0 -0.57
C -0.4918 0.9121 -0.7313 -0.6 0.4 -0.3 -0.14
C -1.0818 0.3660 0.5327 -1.2 1.4 2.0 -0.43
C 0.8342 0.9784 0.0166 -1.8 -2.6 0.1 -0.14
S 1.9335 1.8969 0.6390 1.3 1.7 0.2 0.09
H 1.4255 -0.0101 2.1264 1.4 1.7 1.1 0.48
H -0.5346 -2.2097 -0.3934 0.2 1.5 0.7 0.21
H 1.0412 -1.7647 -0.7891 0.1 0.6 -0.5 0.21
H 0.2426 -0.1211 -2.2263 -1.3 -1.2 0.5 0.36
H -0.9913 1.8240 -1.0531 0.3 -0.3 -1.0 0.23
H -1.8693 -0.3457 0.1836 0.2 0.6 1.1 0.24
H -1.4471 1.2391 1.2372 0.9 -2.1 -1.0 0.23
```
Forces are in eV/Å.

Its charge is 0. The total energy comes out at -19668.2194 eV. The value obtained for the LUMO energy is -0.192 eV. Its strongest force on any atom is 0.0762 hartree/bohr. Its structure (SMILES) is O[C@@]12CN[C@@H](C1)C2=S. The frontier orbital gap is 8.69 eV. As for the spin multiplicity: 1. As for the energy relative to the best compared isomer or geometry (same formula, charge and spin): 78.0 kcal per mole. The value obtained for the HOMO energy is -8.88 eV.

***

5.
# C5H7NO4

C5H7NO4 as an isolated structure at a distorted geometry (ωB97M-V with the def2-TZVPD basis set, OMol25).

Structure (XYZ):
```
17
Properties=species:S:1:pos:R:3:forces:R:3:nbo_charge:R:1
O 3.6534 0.4657 0.0462 -0.5 -0.3 0.2 -0.49
C 2.6287 -0.0983 0.3309 0.4 0.3 -0.1 0.41
C 1.2756 0.2629 -0.2860 0.3 0.3 -0.2 0.28
O 0.7338 -0.8543 -0.9245 -0.1 -0.3 -0.2 -0.50
C -0.2183 -1.4454 -0.0549 -0.4 0.0 -0.3 -0.09
C -0.7084 -0.2514 0.7740 -0.1 1.0 1.5 0.00
O 0.4054 0.6184 0.7603 0.1 0.1 0.4 -0.50
C -1.9237 0.4635 0.2070 -1.4 -3.0 -3.7 0.57
N -3.1048 -0.0898 0.0832 0.3 0.0 2.5 -0.79
H 2.5983 -0.9352 1.0646 0.0 0.1 -0.1 0.10
H 1.3902 1.0832 -1.0107 0.0 -0.2 0.2 0.19
H -0.9993 -1.9158 -0.6625 0.2 0.2 0.2 0.22
H 0.2497 -2.1995 0.5945 -0.1 0.2 0.0 0.18
H -0.9297 -0.5427 1.8086 0.2 0.0 -0.1 0.21
O -1.7478 1.1455 -0.8915 -1.5 0.5 -1.3 -0.67
H -3.3572 -0.6673 0.8794 -0.4 -0.3 -0.1 0.36
H -2.9010 0.7350 -1.2392 3.0 1.5 1.3 0.51
```
Forces are in eV/Å.

Its charge is 0. The total energy comes out at -14975.1900 eV. The value obtained for the LUMO energy is 0.365 eV. Its strongest force on any atom is 0.0961 hartree/bohr. The frontier orbital gap is 10.14 eV. As for the spin multiplicity: 1. As for the energy relative to the best compared isomer or geometry (same formula, charge and spin): 69.0 kcal per mole. The value obtained for the HOMO energy is -9.77 eV.

***

6.
# C3H3N3O

One molecule with the formula C3H3N3O at a distorted geometry (ωB97M-V with the def2-TZVPD basis set, OMol25).

Structure (XYZ):
```
10
Properties=species:S:1:pos:R:3:forces:R:3:nbo_charge:R:1
N 0.6106 1.4084 -1.2790 0.3 0.9 0.9 -0.37
C 0.6650 1.3136 -0.1191 0.5 0.0 -1.0 0.42
N 0.8580 0.7282 1.0656 0.0 0.1 -0.1 -0.51
N 0.8200 -0.6848 1.0348 -0.3 -0.3 -0.3 -0.18
C 0.1513 -1.1660 0.0613 0.0 0.0 0.4 -0.03
C -0.9025 -0.4203 -0.7449 -0.6 -0.1 0.5 0.37
O -1.6943 0.2674 -0.1427 -0.1 -0.7 -0.4 -0.51
H 0.5457 1.1373 1.9320 0.1 0.1 -0.1 0.42
H 0.2078 -2.2430 -0.0778 0.0 0.0 0.1 0.21
H -1.0018 -0.6419 -1.8193 0.1 0.0 0.1 0.16
```
Forces are in eV/Å.

Its charge is 0. The total energy comes out at -9674.0008 eV. The value obtained for the LUMO energy is -0.324 eV. Its strongest force on any atom is 0.0245 hartree/bohr. Its structure (SMILES) is N#CN/N=C\C=O. The frontier orbital gap is 9.61 eV. As for the spin multiplicity: 1. As for the energy relative to the best compared isomer or geometry (same formula, charge and spin): 79.6 kcal per mole. The value obtained for the HOMO energy is -9.93 eV.